# C42H43Cl2CuN2S

A structure of composition C42H43Cl2CuN2S (ωB97M-V with the def2-TZVPD basis set, the Open Molecules 2025 dataset).

Output
E_LUMO (alpha / beta): 0.0844 / 0.0919 Ha
Energy: -127756.90091 eV
Frontier orbital gap (alpha / beta): 5.66 / 6.67 eV

ORCA input file:
```
! wB97M-V def2-TZVPD RIJCOSX def2/J DEFGRID3
* xyz -1 2
Cu -0.5117 -1.2126 0.8242
C -4.2319 -1.3350 -0.2018
C -3.8049 -0.2886 -1.2391
C -2.7167 -0.8409 -2.1597
C -3.4998 1.0301 -0.5406
C -4.5474 1.9428 -0.4055
C -4.3935 3.1463 0.2649
C -3.1622 3.4475 0.8302
C -2.0913 2.5708 0.7124
C -0.7747 2.8897 1.4027
C -0.2221 4.2634 1.0258
C -0.9359 2.7471 2.9194
C -2.2608 1.3663 0.0085
N -1.1466 0.5076 -0.1087
C -0.1966 0.8934 -0.9410
C 1.0682 0.2250 -0.9763
N 1.2897 -0.8193 -0.2101
C 2.5818 -1.3996 -0.2491
C 3.5549 -0.9465 0.6597
C 4.8183 -1.5339 0.6409
C 5.1368 -2.5433 -0.2522
C 4.1683 -2.9704 -1.1428
C 2.8860 -2.4207 -1.1668
C 1.9219 -3.0435 -2.1768
C 0.9579 -4.0054 -1.4832
C 1.1398 -2.1107 -3.1055
C 3.3343 0.1751 1.6726
C 2.1856 -0.0764 2.6471
C 3.1966 1.5694 1.0515
C 1.9282 0.9364 -1.9649
C 3.2138 0.8031 -2.4145
C 3.6848 1.6987 -3.4174
C 2.8975 2.6835 -3.9539
C 1.5594 2.8450 -3.4998
C 0.6074 3.7982 -3.9637
C -0.6552 3.8069 -3.4351
C -1.0693 2.9016 -2.4145
C -0.1681 1.9848 -1.9431
C 1.1317 1.9710 -2.5129
H -4.4595 -2.2915 -0.6796
H -5.1142 -0.9943 0.3451
H -3.4258 -1.5169 0.5141
H -4.6702 -0.0760 -1.8736
H -1.8494 -1.1888 -1.5985
H -2.3831 -0.0889 -2.8808
H -3.1159 -1.6952 -2.7135
H -5.5070 1.6927 -0.8477
H -5.2236 3.8374 0.3514
H -3.0356 4.3740 1.3810
H -0.0400 2.1514 1.0904
H -0.8959 5.0670 1.3360
H -0.0667 4.3464 -0.0538
H 0.7385 4.4273 1.5221
H -1.6758 3.4588 3.2987
H 0.0136 2.9387 3.4282
H -1.2698 1.7415 3.1841
H 5.5641 -1.1873 1.3482
H 6.1222 -2.9925 -0.2511
H 4.4033 -3.7609 -1.8476
H 2.5679 -3.6370 -2.8283
H 0.2559 -3.4524 -0.8613
H 1.4800 -4.7141 -0.8375
H 0.3823 -4.5669 -2.2250
H 0.3389 -1.5908 -2.5774
H 0.6746 -2.7143 -3.8909
H 1.7779 -1.3667 -3.5870
H 4.2547 0.1899 2.2622
H 1.2263 -0.0287 2.1318
H 2.1862 0.6874 3.4311
H 2.2613 -1.0564 3.1212
H 2.2116 1.7105 0.5991
H 3.9495 1.7490 0.2815
H 3.3153 2.3289 1.8299
H 3.8728 0.0317 -2.0362
H 4.7036 1.5871 -3.7704
H 3.2902 3.3409 -4.7213
H 0.8858 4.5111 -4.7315
H -1.3734 4.5335 -3.7972
H -2.0800 2.9589 -2.0308
Cl -0.9124 -0.9621 3.5228
C -1.6784 -2.4752 3.9174
C -2.0600 -2.6359 5.2384
C -2.6913 -3.8010 5.6354
C -2.9318 -4.7844 4.6887
C -2.5362 -4.6005 3.3761
Cl -2.8916 -5.9003 2.2688
C -1.8669 -3.4443 2.9118
S -1.3121 -3.3096 1.2725
H -1.8611 -1.8412 5.9456
H -2.9908 -3.9421 6.6655
H -3.4322 -5.7048 4.9611
*
```

Mulliken population analysis, charges in e, atoms 1 to 8:
1. Cu -0.42
2. C -1.31
3. C 0.29
4. C -1.18
5. C 0.85
6. C -0.72
7. C -1.57
8. C -0.27